This record from OMol25 describes a 3-piece molecular cluster, H10N3 overall in a non-equilibrium geometry. The level of theory is wB97M-V/def2-TZVPD.

```
! wB97M-V def2-TZVPD RIJCOSX def2/J DEFGRID3
* xyz 1 1
N 0.43492 2.16186 -1.15175
N -1.01772 0.01734 0.20227
N 0.54482 -2.18260 0.95006
H 0.38980 2.98620 -0.60785
H -0.69235 -0.96483 0.50304
H 0.64585 -2.20380 1.96105
H 1.46536 -1.96461 0.58239
H -1.42285 0.52617 0.98628
H -1.74027 0.00491 -0.51161
H -0.10502 2.27264 -1.99729
H 1.37265 1.91628 -1.42459
H 0.32994 -3.13860 0.68438
H -0.20512 0.56904 -0.17640
*
```

Relative energy (zero: lowest compared OMol25 entry of this formula, charge and spin) = 0.058 eV
Orbital gap = 11.598 eV
Highest occupied orbital energy = -0.5454 hartree
Total energy = -4627.2561 eV

This record from OMol25 describes C13H22BrMnN4O2 as an isolated structure in a non-equilibrium geometry. The level of theory is wB97M-V/def2-TZVPD.

```
! wB97M-V def2-TZVPD RIJCOSX def2/J DEFGRID3
* xyz 2 5
Br -6.70496 -1.08495 -4.21805
Mn 0.12572 -0.11957 0.43480
O -0.68247 0.22343 -1.23442
O -1.56088 -1.00679 0.31654
N 2.33056 0.55572 0.84957
N 1.43009 -1.69046 -0.57880
N 0.03759 2.14236 0.70840
N 0.38556 -0.71132 2.38920
C 1.30891 2.78436 1.11635
C -1.72396 -0.48008 -0.86718
C -3.92451 -1.47953 -1.22496
C -2.89239 -0.63574 -1.66226
C 1.32196 0.19739 3.10810
C 3.26835 -0.23771 0.01907
C -3.00345 0.06354 -2.87125
C 2.81630 -1.67706 -0.06845
C 2.44670 1.99289 0.51547
C -5.06044 -1.61789 -1.99183
C -5.16321 -0.90765 -3.18674
C -4.14398 -0.06807 -3.63115
C 2.59472 0.30559 2.29421
H 3.14457 -0.63155 2.38294
H 1.36334 2.80961 2.20159
H 0.72999 -1.67038 2.42784
H 1.03376 -2.62479 -0.50871
H 3.23742 1.08493 2.71101
H 4.28689 -0.17595 0.41014
H 2.41012 2.08223 -0.57209
H 1.43055 -1.47506 -1.57395
H -0.52024 -0.73722 2.85756
H -4.25341 0.46920 -4.56264
H 3.49767 -2.22937 -0.71460
H 1.36604 3.81630 0.77447
H 1.54103 -0.18100 4.10509
H -3.82743 -2.01875 -0.29185
H -0.73226 2.49263 1.27388
H 3.40758 2.39588 0.84600
H -5.86586 -2.26561 -1.67676
H -2.20049 0.70665 -3.20596
H 2.83161 -2.16919 0.90480
H 3.28058 0.19353 -0.98367
H 0.82030 1.15242 3.22156
H -0.18799 2.42705 -0.24326
*
```

Relative energy (zero: lowest compared OMol25 entry of this formula, charge and spin) = 0.000 eV
Orbital gap (alpha / beta) = 5.933 / 7.399 eV
Highest occupied orbital energy (alpha / beta) = -0.5261 / -0.5269 hartree
Expectation value of S² = 6.06
Total energy = -125243.9981 eV

This record from OMol25 describes a 2-piece molecular cluster, C8H13N3O overall in a non-equilibrium geometry. The level of theory is wB97M-V/def2-TZVPD.

```
! wB97M-V def2-TZVPD RIJCOSX def2/J DEFGRID3
* xyz 0 1
O 0.85676 -2.69855 1.12508
N 0.53154 1.31782 -1.25811
N 0.13374 1.17638 0.02551
N -1.58553 -2.39538 -1.25403
C -0.12125 2.07709 -2.30896
C 2.23330 -0.82994 1.61213
C -1.06903 -2.79544 -0.29466
C -1.37038 2.72571 -1.78845
C 0.81296 -1.30855 1.40294
C -0.40573 -3.26583 0.94712
C -1.75140 2.56715 -0.51588
C -0.95996 1.76678 0.38672
H 0.56651 2.85046 -2.71935
H -1.07785 -3.05168 1.78846
H 1.36732 0.84779 -1.46723
H 2.70038 -1.37725 2.44123
H -2.65285 3.04259 -0.15008
H -1.24907 1.62775 1.42136
H 0.33625 -0.77500 0.54964
H -1.95122 3.32656 -2.49431
H 2.83379 -1.00764 0.70828
H -0.36476 1.42151 -3.17266
H -0.27036 -4.35311 0.86035
H 0.19729 -1.13019 2.30599
H 2.25957 0.24097 1.84892
*
```

Relative energy (zero: lowest compared OMol25 entry of this formula, charge and spin) = 3.279 eV
SMILES string = C1=CCNN=C1.CCOCC#N
Orbital gap = 8.651 eV
Highest occupied orbital energy = -0.2847 hartree
Total energy = -15021.7516 eV

This record from OMol25 describes an isolated ion of composition ClN2O5S and charge -1 in a non-equilibrium geometry. The level of theory is wB97M-V/def2-TZVPD.

```
! wB97M-V def2-TZVPD RIJCOSX def2/J DEFGRID3
* xyz -1 1
Cl -0.97233 -1.93042 -0.07561
S 1.23151 -0.11801 0.09592
O 1.87824 0.70797 -0.80521
O -0.70188 1.73115 -0.24366
O -2.28589 0.46011 0.39901
O 0.94381 0.34782 1.41363
O 1.66901 -1.52278 -0.05318
N -0.53013 -0.33402 -0.60587
N -1.23235 0.65819 -0.12504
*
```

Relative energy (zero: lowest compared OMol25 entry of this formula, charge and spin) = 0.293 eV
SMILES string = O=[N+]([O-])N(Cl)S(=O)(=O)[O-]
Orbital gap = 9.512 eV
Highest occupied orbital energy = -0.2206 hartree
Total energy = -36572.6023 eV

This record from OMol25 describes a 9-piece molecular cluster, C44H97Cl2I2N11O10P3S overall in a non-equilibrium geometry. The level of theory is wB97M-V/def2-TZVPD.

```
! wB97M-V def2-TZVPD RIJCOSX def2/J DEFGRID3
* xyz 1 1
I 5.80216 -6.51371 -2.49752
I 0.70946 -3.17780 -1.81281
Cl 3.29580 -9.71243 1.34647
Cl 6.05575 -1.88338 -2.85973
S -1.21642 -5.26373 2.68459
P 5.08769 -6.75157 -0.16318
P 0.71788 -5.21402 2.90360
P 0.39646 -4.96359 -0.13401
O 6.51352 -6.54647 0.61608
O -8.74409 5.75098 0.80209
O -6.22907 7.11242 -1.86481
O -0.66362 5.12075 -7.21344
O -2.32687 5.50685 -0.95458
O 3.42570 -13.19153 -4.64247
O 3.19547 -1.48693 7.02550
O -4.60768 7.60306 -7.50745
O -1.41087 1.86514 3.59308
O 0.89061 -6.26494 -1.04476
N 0.43543 7.05467 -6.74193
N 3.02250 -11.63987 -3.03385
N 1.17273 -2.38035 1.54389
N -6.65442 8.65854 -0.25583
N -6.67390 6.67837 -7.69993
N 3.56228 0.01553 8.68719
N 3.37521 -2.86108 0.82399
N -8.92559 3.56856 0.21087
N 2.86730 -5.73448 1.25395
N -1.93849 2.37350 1.43959
N -2.84735 5.99256 -3.11288
C -2.98881 6.11728 -1.78806
C -0.96838 -1.01397 5.00045
C 6.19739 -3.15643 4.81320
C 1.43529 7.73999 -5.94792
C 2.45453 -7.16564 1.17747
C 3.05811 -8.14578 2.20759
C -5.62543 7.39922 -8.14310
C 0.46785 -0.50592 4.79608
C 0.49506 -1.94302 2.75096
C 3.81664 -0.48776 1.43051
C -6.74256 7.43220 -0.79759
C 3.71583 -1.12272 -1.87257
C 4.91060 -1.93822 -1.43668
C 5.77653 -3.67405 0.97042
C 3.90320 -5.30745 0.20553
C 4.38742 -3.83811 0.33475
C -7.28502 8.97725 1.01135
C 1.67593 -4.78687 1.27148
C -1.84534 5.07720 -3.62788
C -5.90950 9.68866 -0.95915
C -0.30682 7.79866 -7.74962
C 3.79912 -10.62787 -3.72797
C 4.25991 0.35627 9.91334
C 2.39214 -11.30529 -1.77492
C 1.34895 -1.46205 3.93620
C 4.36911 -7.79995 2.91617
C -7.50656 3.33092 0.42424
C -9.41187 4.79953 0.43000
C -6.59449 6.09723 -6.37145
C 2.62085 0.96762 8.11882
C -2.76033 3.13738 0.50615
C 4.65970 -3.43589 -1.18093
C -7.86392 6.46881 -8.50017
C 3.75588 -1.15303 8.05684
C 5.88045 -4.11468 2.45075
C 0.16490 5.74716 -6.58039
C -0.93757 1.47001 0.91266
C -9.76837 2.47409 -0.23123
C 2.91527 -12.86702 -3.59182
C 3.86752 -1.79320 1.66888
C -2.07484 2.47745 2.76946
C 2.20388 -3.35068 1.60087
C 6.55045 -3.02715 3.30785
C -3.66196 6.74441 -4.05478
H -0.86016 5.38100 -3.26725
H -8.01367 5.40042 -8.66896
H 4.85096 1.26129 9.76289
H 2.94502 -1.06379 -1.11393
H 6.49721 -4.99889 2.60429
H 6.11877 -2.64600 0.91345
H -7.80043 8.10327 1.40331
H 2.30678 -13.56542 -2.99105
H 1.37550 -7.25236 1.29250
H -10.79643 2.81078 -0.34429
H -0.95062 1.50038 -0.17411
H 5.76543 -4.14166 4.97350
H 0.05185 1.75961 1.27444
H -1.37473 7.75695 -7.53052
H -3.77270 6.83162 -1.50031
H 0.95949 -0.40701 5.76281
H 4.24337 -2.09549 2.64593
H 7.09053 -3.04523 5.42125
H -9.41151 2.09782 -1.19172
H 0.77772 5.27183 -5.79308
H -7.24671 3.55456 1.45974
H -2.86273 3.18792 3.06698
H 3.37631 -10.45059 -4.71769
H -0.14863 -1.11245 2.47270
H 1.12927 -6.49390 3.33195
H 4.04497 -0.12471 -2.15087
H -1.46611 -0.34783 5.69805
H 3.53806 0.53076 10.71285
H 1.63035 0.51588 8.05686
H 4.82708 -10.97073 -3.85285
H -4.87369 9.37221 -1.09229
H 3.46041 0.19554 2.19131
H -0.93652 -2.04357 5.35501
H 1.05978 -4.25888 3.87786
H 4.48571 -1.80501 8.56601
H 6.43179 -6.79134 1.55043
H 1.60975 -6.00661 -1.64778
H -7.27009 2.29278 0.20569
H 6.52302 -4.18001 0.36715
H -1.85574 5.08655 -4.71533
H 5.59400 -3.89549 -1.46336
H 3.15445 -11.00312 -1.05499
H -1.52565 -0.93308 4.07400
H 3.33321 -5.53177 2.14776
H 2.31271 -8.38118 2.95593
H -6.92064 3.98303 -0.22539
H 5.49735 -2.38431 5.11543
H -4.21536 6.05376 -4.68933
H 4.56086 -6.74165 3.11196
H 3.24938 -1.55373 -2.75485
H 3.29091 -5.30999 -0.69941
H -6.34549 9.85335 -1.94548
H 7.62303 -2.99393 3.13644
H 0.97033 8.55548 -5.39015
H 0.02278 8.83449 -7.75937
H -6.52807 9.29822 1.73046
H -9.73935 1.66585 0.50185
H 3.79167 -9.70117 -3.15707
H -3.01143 7.36076 -4.67778
H 4.37398 -8.29269 3.88396
H -3.31851 2.44223 -0.12844
H -10.49377 4.88188 0.23850
H -1.14333 0.45214 1.25240
H -5.93480 10.61542 -0.39169
H 2.57575 1.85763 8.74049
H -0.21259 -2.67712 3.13168
H -7.50389 5.54658 -6.14542
H 2.93518 1.24207 7.11117
H -8.00842 9.78332 0.87173
H 3.83946 -3.72603 -1.83582
H 1.69075 -10.47945 -1.92322
H 6.18156 -2.05249 2.99880
H -2.04656 4.06597 -3.27001
H -5.77369 7.80098 -9.15996
H 1.57843 -2.30924 4.58942
H 0.48200 0.46657 4.30983
H -0.14226 7.35376 -8.73128
H 2.55288 -3.42775 2.65390
H 1.25694 -1.72094 0.78970
H 1.85002 -12.16172 -1.37936
H 5.45082 -1.43466 -0.64581
H 5.19303 -8.25520 2.37605
H 2.56099 -7.57729 0.18584
H -7.76432 6.96680 -9.46223
H 4.16930 -0.00234 0.53309
H 4.89561 -4.32485 2.88615
H -8.73543 6.87314 -7.98124
H 2.23766 -0.89554 3.68051
H -6.45301 6.89247 -5.63849
H 2.20893 8.15050 -6.59996
H 1.89694 7.04995 -5.24434
H -3.46127 3.77063 1.04373
H -7.32679 6.72567 -0.18779
H -5.73599 5.42590 -6.32400
H 4.92365 -0.45359 10.20815
H -4.36626 7.38475 -3.52790
H -2.12478 3.76369 -0.11722
*
```

Orbital gap = 6.849 eV
Highest occupied orbital energy = -0.3691 hartree
Total energy = -164006.9145 eV

This record from OMol25 describes one molecule with the formula C17H24N4O in a non-equilibrium geometry. The level of theory is wB97M-V/def2-TZVPD.

```
! wB97M-V def2-TZVPD RIJCOSX def2/J DEFGRID3
* xyz 0 1
O -0.77603 -1.74189 -1.23046
N -2.58107 -1.58564 2.98850
N 1.41417 -0.33292 -0.48024
N -2.89146 -0.22410 0.92734
N -2.31710 -0.51398 -0.36959
C -2.66669 -0.97375 2.01113
C 2.36277 -1.58913 1.40682
C 4.74498 -1.57004 1.56820
C -4.19206 0.52078 1.00095
C 0.55134 2.56984 0.48628
C -3.14943 -0.68488 -1.55125
C -1.01192 -0.89509 -0.38412
C 6.25000 -0.52143 -0.09245
C 4.89997 -0.85940 0.37041
C 0.07231 0.12027 0.11135
C -0.30224 1.60396 -0.32449
C 3.49258 -1.98419 2.01772
C 2.49258 -0.74220 0.24764
C -0.36526 1.84127 -1.86154
C 3.72579 -0.41239 -0.30405
C -4.64591 -0.77794 -1.18999
C -4.98501 0.44182 -0.32251
H -4.80127 1.36536 -0.90032
H 7.14290 -0.68778 0.68267
H 4.04825 0.05621 -1.23552
H 1.52502 -0.17624 -1.48566
H 5.68154 -1.91503 1.98984
H 1.50785 2.84182 0.08342
H 0.19099 0.04044 1.25613
H 6.50026 -1.00880 -0.99590
H 0.26270 2.73897 -2.13647
H -4.89907 0.16990 1.78221
H -0.08171 1.00420 -2.48326
H -1.28420 1.95572 0.06630
H 1.43387 -1.97243 1.80376
H -4.98649 -1.72440 -0.70035
H -3.05585 0.09851 -2.32266
H -3.98992 1.50732 1.26981
H 0.74561 2.13428 1.47416
H -1.43201 2.02868 -1.97470
H 6.22591 0.52300 -0.37479
H -0.04392 3.51447 0.63550
H -6.07953 0.49617 -0.16497
H -2.98011 -1.59881 -1.98541
H 3.33948 -2.56035 2.91266
H -5.09263 -0.52019 -2.22210
*
```

Relative energy (zero: lowest compared OMol25 entry of this formula, charge and spin) = 2.591 eV
SMILES string = Cc1cccc(N[C@H](C(=O)N2CCCCN2C#N)C(C)C)c1
Orbital gap = 8.023 eV
Highest occupied orbital energy = -0.2761 hartree
Total energy = -26022.1425 eV

Look up the total energy of the fifth one. -164006.9145 eV

Please write out number 4 again, unchanged.
This record from OMol25 describes an isolated ion of composition ClN2O5S and charge -1 in a non-equilibrium geometry. The level of theory is wB97M-V/def2-TZVPD.

```
! wB97M-V def2-TZVPD RIJCOSX def2/J DEFGRID3
* xyz -1 1
Cl -0.97233 -1.93042 -0.07561
S 1.23151 -0.11801 0.09592
O 1.87824 0.70797 -0.80521
O -0.70188 1.73115 -0.24366
O -2.28589 0.46011 0.39901
O 0.94381 0.34782 1.41363
O 1.66901 -1.52278 -0.05318
N -0.53013 -0.33402 -0.60587
N -1.23235 0.65819 -0.12504
*
```

Relative energy (zero: lowest compared OMol25 entry of this formula, charge and spin) = 0.293 eV
SMILES string = O=[N+]([O-])N(Cl)S(=O)(=O)[O-]
Orbital gap = 9.512 eV
Highest occupied orbital energy = -0.2206 hartree
Total energy = -36572.6023 eV

Number 4 is which compound? ClN2O5S

Look up the total energy of the third one. -15021.7516 eV